Record 1
Below is a structure of composition C4H6O2V, with properties calculated with the ωB97M-V functional and the def2-TZVPD basis.

```
13
Properties=species:S:1:pos:R:3:lowdin_charge:R:1
V 0.35 -1.01 0.93 0.965
O 2.33 1.06 -0.85 0.066
O -1.33 -1.28 0.19 -0.183
C 1.06 0.72 -0.74 -0.293
C -1.31 1.16 0.27 -0.164
C 0.21 1.29 0.16 -0.143
C -1.87 -0.14 -0.26 -0.113
H -1.77 2.01 -0.26 0.140
H 2.87 0.64 -0.16 0.126
H 0.27 0.57 -1.59 0.181
H 0.68 1.97 0.88 0.133
H -2.92 -0.17 -0.57 0.141
H -1.58 1.29 1.34 0.144
```

Output
Expectation value of S²: 6.036
Charge: +1
Multiplicity: 5
Largest force on an atom, Eh/bohr: 0.109
E_HOMO (alpha / beta), eV: -11.87 / -14.23
Calculated total energy, eV: -34016.2978
Relative energy (zero: lowest compared OMol25 entry of this formula, charge and spin), kJ/mol: 0.00
Orbital gap (alpha / beta), eV: 6.640 / 9.330

***

Record 2
Below is an isolated molecule of C3H9O4P, with properties calculated with the ωB97M-V functional and the def2-TZVPD basis.

```
17
Properties=species:S:1:pos:R:3:lowdin_charge:R:1
P -1.20 -0.37 0.02 0.996
O -0.62 -1.13 -2.72 -0.213
O 1.58 0.83 -0.81 -0.008
O 1.28 -0.46 1.03 -0.068
O -0.67 1.49 2.08 -0.047
C -0.30 1.22 0.78 -0.480
C 1.18 0.87 0.56 -0.449
C -0.72 -1.68 -1.45 -0.372
H -1.67 -2.29 -1.64 0.034
H 2.15 -0.79 1.01 0.087
H 0.30 -1.01 -2.99 0.072
H -0.89 -1.39 0.99 0.008
H -0.89 0.65 2.52 0.099
H -2.34 0.29 0.51 -0.049
H 1.36 -0.01 -1.16 0.029
H 2.02 1.60 1.09 0.204
H -0.56 2.17 0.18 0.156
```

Output
Charge: 0
Largest force on an atom, Eh/bohr: 0.061
E_HOMO, eV: -7.59
Calculated total energy, eV: -20730.5035
SMILES: OC=[PH2][C@@H](O)C(O)O
Relative energy (zero: lowest compared OMol25 entry of this formula, charge and spin), kJ/mol: 653.69
Orbital gap, eV: 8.163

***

Record 3
Below is a structure of composition C38H43As3Br3ClNO3SbSe4W, with properties calculated with the ωB97M-V functional and the def2-TZVPD basis.

```
98
Properties=species:S:1:pos:R:3:lowdin_charge:R:1
W 0.58 0.02 0.98 1.028
Sb 4.46 -0.04 -1.74 -0.367
Br -1.74 -7.34 0.76 0.804
Br 2.49 1.67 2.29 0.983
Br -1.89 -2.62 3.81 0.863
Se 4.23 0.26 -4.14 -0.086
Se 5.30 -2.32 -1.52 -0.154
Se 5.91 1.74 -0.94 -0.154
Se 2.27 -0.03 -0.45 0.234
As 0.53 2.65 -0.53 1.087
As -0.58 1.41 -6.16 1.120
As -1.26 -0.03 -0.93 1.120
Cl -5.78 2.84 5.87 0.696
O -0.17 3.15 2.25 -0.018
O -0.54 -1.47 1.40 -0.383
O -0.37 0.95 2.34 -0.325
N 0.21 -2.71 -0.91 0.095
C -0.78 -2.78 1.24 -0.388
C 3.11 -1.83 4.33 -0.152
C 3.77 -1.38 5.51 -0.024
C -1.11 -0.46 -5.93 -0.350
C 3.52 0.91 4.80 -0.102
C 2.09 -2.60 1.87 -0.119
C -2.56 -1.47 -1.13 -0.229
C -3.91 1.37 4.61 -0.080
C -1.32 -5.50 0.93 -0.619
C 0.29 2.35 -2.50 -0.300
C 2.86 0.47 3.71 -0.522
C -0.26 4.44 -0.30 -0.278
C -2.73 1.22 3.89 -0.019
C 0.63 -3.27 -2.00 -0.291
C -1.14 2.10 -3.05 -0.632
C 1.97 -1.29 2.19 -0.256
C -1.41 -3.49 2.22 -0.593
C 3.05 -3.20 3.99 -0.024
C -2.55 1.02 0.15 -0.268
C -0.39 -3.45 0.04 -0.200
C -1.57 0.68 -2.72 -0.299
C 3.96 -0.05 5.75 -0.067
C -0.63 -4.83 -0.11 -0.172
C -0.77 2.20 2.68 -0.540
C -2.13 3.09 -2.42 -0.084
C -1.70 -4.87 2.06 -0.156
C -2.40 3.59 3.91 0.002
C -4.32 2.64 4.98 -0.666
C -1.27 2.36 -4.57 -0.387
C -3.57 3.75 4.64 -0.084
C 2.32 3.34 -0.87 -0.304
C 2.60 -3.57 2.76 -0.039
C 2.59 -0.89 3.41 -0.209
C 1.27 -2.40 -3.05 -0.037
C 0.49 -4.68 -2.22 0.017
C 1.29 1.21 -5.71 -0.414
C -1.99 2.33 3.53 -0.139
C -0.14 -5.44 -1.30 -0.015
H 0.94 -2.69 -4.05 0.089
H -1.06 -0.02 -3.38 0.042
H 4.14 -2.12 6.21 0.118
H 1.86 0.76 -6.52 0.020
H -2.27 -2.19 -1.89 0.045
H -2.22 -5.39 2.85 0.099
H -2.35 2.38 -4.78 0.057
H -2.65 0.55 -2.89 0.095
H -2.18 3.01 -1.33 0.023
H -3.50 -1.00 -1.42 0.041
H -3.47 1.13 -0.43 0.047
H -2.78 0.43 1.03 0.032
H 2.36 -2.52 -3.03 0.055
H -1.79 4.44 3.64 0.126
H 0.90 -5.12 -3.12 0.125
H 3.42 -3.94 4.69 0.117
H -1.30 4.41 0.02 0.025
H 0.75 3.21 -2.98 0.091
H -3.14 2.91 -2.79 0.094
H 1.82 -2.94 0.88 0.083
H -0.69 -0.93 -5.04 -0.016
H 1.02 -1.36 -2.88 0.030
H 2.18 4.40 -1.12 0.041
H 0.31 4.93 0.49 0.035
H 2.63 -4.60 2.44 0.115
H -2.19 -0.57 -5.93 0.017
H -0.17 5.00 -1.22 0.040
H -2.71 -1.99 -0.20 0.038
H 1.40 0.56 -4.84 -0.054
H 2.80 2.85 -1.71 0.005
H -1.86 4.12 -2.67 0.092
H -3.89 4.73 4.96 0.110
H 2.98 3.28 -0.02 -0.013
H 1.75 2.17 -5.48 0.018
H -2.40 0.23 3.61 0.061
H 4.49 0.28 6.63 0.109
H -0.26 -6.50 -1.44 0.087
H -0.72 -1.00 -6.80 0.019
H -0.93 3.39 -4.75 0.066
H 3.74 1.96 4.94 0.109
H 0.90 1.48 -2.75 0.046
H -4.50 0.50 4.88 0.111
H -2.22 2.00 0.46 0.004
```

Output
Charge: 0
Largest force on an atom, Eh/bohr: 0.096
E_HOMO (alpha / beta), eV: -6.43 / -6.43
Calculated total energy, eV: -722648.7915
Relative energy (zero: lowest compared OMol25 entry of this formula, charge and spin), kJ/mol: 334.14
Orbital gap (alpha / beta), eV: 4.085 / 4.033

***

Record 4
Below is a structure of composition C8H23NO4, with properties calculated with the ωB97M-V functional and the def2-TZVPD basis.

```
36
Properties=species:S:1:pos:R:3:lowdin_charge:R:1
O 19.78 30.75 13.62 -0.328
O 14.03 31.56 13.88 -0.187
O 20.84 31.90 14.53 -0.118
O 21.84 27.12 15.48 -0.101
N 17.12 32.60 13.37 -0.077
C 19.84 31.40 12.39 -0.050
C 17.42 31.25 13.94 -0.108
C 12.92 31.71 14.79 -0.106
C 14.67 32.85 13.64 -0.219
C 15.88 32.83 12.72 -0.239
C 18.88 31.27 14.56 -0.160
C 21.44 30.68 14.13 -0.254
C 21.28 27.55 14.24 -0.159
H 19.94 32.43 12.75 0.115
H 20.30 27.97 14.47 0.069
H 20.89 29.80 14.48 0.059
H 12.51 30.74 15.07 0.084
H 15.90 33.75 12.15 0.120
H 21.03 26.80 13.49 0.083
H 22.38 30.49 14.64 0.092
H 18.85 30.44 15.27 0.167
H 19.06 32.28 14.94 0.179
H 21.70 30.57 13.08 0.090
H 17.26 30.49 13.17 0.120
H 21.25 27.45 16.16 0.071
H 14.07 33.53 13.04 0.109
H 20.68 31.13 11.75 0.109
H 15.63 32.13 11.91 0.118
H 21.86 28.38 13.83 0.063
H 17.87 33.24 13.17 0.107
H 13.10 32.27 15.70 0.080
H 19.91 31.90 14.29 -0.145
H 14.90 33.39 14.55 0.122
H 19.00 31.39 11.69 0.102
H 16.71 31.00 14.74 0.110
H 12.15 32.27 14.26 0.080
```

Output
Charge: 0
Largest force on an atom, Eh/bohr: 0.317
E_HOMO, eV: -8.55
Calculated total energy, eV: -18336.2121
Relative energy (zero: lowest compared OMol25 entry of this formula, charge and spin), kJ/mol: 980.83
Orbital gap, eV: 9.216

***

Record 5
Below is an isolated molecule of C3H3NO2, with properties calculated with the ωB97M-V functional and the def2-TZVPD basis.

```
9
Properties=species:S:1:pos:R:3:lowdin_charge:R:1
O -1.01 -1.95 0.53 0.043
O 0.18 0.82 -1.15 -0.006
N -0.55 -0.34 -1.02 0.092
C 0.33 0.09 0.97 0.037
C 0.66 1.04 0.09 -0.093
C -0.48 -0.90 0.23 -0.489
H 1.23 1.96 0.19 0.132
H 0.58 0.03 2.02 0.115
H -0.92 -0.75 -1.86 0.169
```

Output
Charge: 0
Largest force on an atom, Eh/bohr: 0.007
E_HOMO, eV: -9.41
Calculated total energy, eV: -8742.8045
SMILES: O=c1cco[nH]1
Relative energy (zero: lowest compared OMol25 entry of this formula, charge and spin), kJ/mol: 224.49
Orbital gap, eV: 10.195

***

Record 6
Below is a structure of composition C31H24CrN3O2, with properties calculated with the ωB97M-V functional and the def2-TZVPD basis.

```
61
Properties=species:S:1:pos:R:3:lowdin_charge:R:1
Cr 0.54 -0.66 -0.53 0.778
O 2.03 0.53 -0.22 -0.203
O 0.69 -0.78 1.40 -0.151
N 2.39 0.69 0.98 0.056
N -0.69 -2.23 -0.76 0.020
N 1.67 0.03 1.82 -0.172
C 3.31 -1.97 -1.17 -0.099
C 1.23 -0.33 5.46 -0.077
C 1.35 -3.35 -1.18 -0.192
C -1.79 5.69 0.95 -0.092
C -2.84 -3.27 -0.85 -0.045
C -1.35 -0.11 -3.89 -0.072
C -0.99 3.61 0.00 -0.207
C 2.99 1.25 5.05 -0.081
C -0.88 -4.53 -1.34 0.002
C -1.15 4.47 1.09 -0.045
C 1.92 -2.07 -1.10 -0.124
C 3.53 -4.37 -1.32 -0.088
C -2.26 6.08 -0.30 -0.100
C -2.07 5.26 -1.40 -0.083
C -0.11 -3.40 -1.09 -0.189
C 4.11 -3.10 -1.27 -0.084
C -1.27 0.89 -1.68 -0.306
C -0.61 0.36 -2.81 -0.064
C -2.67 0.91 -1.67 -0.062
C 2.15 -4.49 -1.28 -0.038
C -3.39 0.44 -2.75 -0.079
C -2.73 -0.08 -3.87 -0.091
C -1.44 4.04 -1.25 -0.031
C 2.85 1.08 3.69 -0.016
C 2.18 0.55 5.94 -0.090
C -2.02 -2.19 -0.62 -0.085
C -0.35 2.30 0.22 -0.058
C -0.47 1.20 -0.52 -0.145
C 1.87 0.20 3.21 -0.166
C -2.26 -4.47 -1.24 -0.049
C 1.07 -0.51 4.09 -0.008
H -3.30 -0.42 -4.72 0.099
H -2.42 5.58 -2.37 0.101
H 0.47 0.41 -2.86 0.118
H 3.78 -1.00 -1.14 0.093
H 0.60 -0.88 6.15 0.105
H -2.44 -1.24 -0.31 0.113
H -0.83 -0.49 -4.77 0.107
H 0.26 2.26 1.12 0.095
H -1.27 3.41 -2.12 0.111
H -4.47 0.46 -2.73 0.105
H -1.92 6.34 1.80 0.100
H 0.33 -1.19 3.70 0.113
H -0.77 4.16 2.06 0.109
H 2.30 0.69 7.01 0.102
H 1.71 -5.48 -1.31 0.101
H -3.18 1.33 -0.81 0.126
H -0.40 -5.45 -1.62 0.108
H 4.15 -5.25 -1.39 0.100
H 3.74 1.93 5.43 0.105
H -2.86 -5.34 -1.44 0.111
H -2.77 7.03 -0.41 0.098
H 5.19 -3.01 -1.30 0.101
H -3.91 -3.17 -0.75 0.109
H 3.46 1.62 2.99 0.107
```

Output
Expectation value of S²: 0.776
Charge: 0
Multiplicity: 2
Largest force on an atom, Eh/bohr: 0.048
E_HOMO (alpha / beta), eV: -7.58 / -7.51
Calculated total energy, eV: -69518.3360
Relative energy (zero: lowest compared OMol25 entry of this formula, charge and spin), kJ/mol: 65.38
Orbital gap (alpha / beta), eV: 7.342 / 7.493